Below is a molecular structure, C12H5LaNO5 at a distorted geometry, with properties calculated with ωB97M-V/def2-TZVPD.

The calculation puts the largest force on an atom at 7.96 eV Å⁻¹. As for the orbital gap: 5.44 eV. Its net charge is +3. The energy is -921.60956 hartree.

CARTESIAN COORDINATES (ANGSTROEM)
O1 -4.87 4.01 -1.38
C1 -3.99 3.29 -1.13
La1 -1.92 1.59 -0.55
O2 -1.73 3.71 2.24
C2 -1.98 3.18 1.28
C3 -2.83 0.80 -2.66
O3 -2.99 0.19 -3.60
C4 -0.93 3.38 -1.85
O4 -0.17 4.02 -2.40
C5 -3.88 0.59 0.47
O5 -4.54 -0.12 1.05
N1 -0.38 0.32 -0.12
C6 0.51 -0.41 0.14
C7 1.50 -1.24 0.43
C8 2.72 -0.70 0.87
C9 3.75 -1.58 1.16
C10 3.58 -2.96 1.03
C11 2.35 -3.47 0.59
C12 1.30 -2.62 0.28
H1 2.84 0.38 0.97
H2 4.71 -1.17 1.51
H3 4.40 -3.64 1.27
H4 2.21 -4.55 0.48
H5 0.33 -3.00 -0.07

Below is a molecular structure, C12H6Cl3FIrN19 at a distorted geometry, with properties calculated with ωB97M-V/def2-TZVPD.

For the energy above the lowest of the compared OMol25 structures with the same formula, charge and spin, the calculation gives 2.201 eV. The calculation puts the largest force on an atom at 2.76 eV Å⁻¹. As for the orbital gap: 4.99 eV. Its net charge is -2. The energy is -3086.05056 hartree.

CARTESIAN COORDINATES (ANGSTROEM)
Ir1 -0.24 0.11 0.11
N1 1.68 -1.49 2.48
C1 0.57 -0.82 2.93
N2 0.11 -0.94 4.15
N3 -0.95 -0.09 4.20
N4 -1.11 0.50 3.08
N5 -0.15 0.08 2.23
C2 2.31 -1.16 1.32
N6 3.57 -1.40 1.02
N7 3.75 -0.82 -0.19
N8 2.66 -0.27 -0.58
N9 1.71 -0.47 0.36
H1 2.11 -2.14 3.10
N10 -3.54 -1.12 -0.19
C3 -3.27 0.16 -0.61
N11 -4.17 0.91 -1.20
N12 -3.53 2.08 -1.44
N13 -2.32 2.03 -1.01
N14 -2.11 0.81 -0.46
C4 -2.64 -1.97 0.42
N15 -2.98 -3.16 0.90
N16 -1.83 -3.65 1.39
N17 -0.86 -2.82 1.22
N18 -1.35 -1.72 0.59
H2 -4.48 -1.45 -0.30
Cl1 -0.66 -4.57 -2.38
C5 0.57 -3.41 -2.24
Cl2 1.22 -3.23 -4.33
Cl3 1.96 -3.87 -1.39
C6 0.16 -2.06 -2.03
N19 -0.17 -0.97 -1.86
F1 2.37 5.50 -1.45
C7 1.76 4.32 -1.12
C8 1.69 3.32 -2.06
C9 1.07 2.12 -1.71
C10 0.53 1.92 -0.44
C11 0.63 2.96 0.48
C12 1.24 4.17 0.15
H3 2.11 3.46 -3.04
H4 1.02 1.33 -2.45
H5 0.22 2.84 1.47
H6 1.34 4.97 0.87

Below is C12H6F10N2O5S3 in the gas phase at a distorted geometry, with properties calculated with ωB97M-V/def2-TZVPD.

For the energy above the lowest of the compared OMol25 structures with the same formula, charge and spin, the calculation gives 18.442 eV. Its SMILES is CCc1c(S(=O)(=O)C(F)(F)C(F)(F)F)c(S(=O)(=O)C(F)(F)C(F)(F)F)c2nsnc2c1O. The calculation puts the largest force on an atom at 10.24 eV Å⁻¹. As for the orbital gap: 6.32 eV. The energy is -3139.02115 hartree.

CARTESIAN COORDINATES (ANGSTROEM)
C1 0.65 -3.75 1.25
C2 0.14 -3.35 -0.25
C3 0.63 -1.82 -0.66
C4 -0.17 -0.44 -0.17
S1 -1.67 -0.47 0.94
O1 -1.66 0.63 2.07
O2 -1.88 -1.82 1.71
C5 -3.21 -0.31 -0.18
F1 -3.60 -1.74 -0.48
F2 -2.89 0.29 -1.51
C6 -4.50 0.35 0.57
F3 -5.72 -0.29 -0.05
F4 -4.65 1.82 0.26
F5 -4.60 0.06 2.02
C7 0.45 0.98 -0.72
S2 -0.25 2.70 -0.40
O3 -0.10 3.46 -1.78
O4 -1.80 2.70 -0.13
C8 0.73 3.72 0.83
F6 -0.10 4.77 1.53
F7 1.72 4.52 0.02
C9 1.63 2.84 1.89
F8 2.71 2.02 1.23
F9 2.39 3.86 2.72
F10 0.85 2.05 2.87
C10 1.83 0.94 -1.67
N1 2.61 2.11 -2.26
S3 4.06 1.68 -3.19
N2 3.92 -0.08 -2.97
C11 2.68 -0.37 -2.14
C12 2.01 -1.77 -1.62
O5 2.70 -3.03 -2.02
H1 1.39 -4.67 1.26
H2 -0.30 -4.07 1.89
H3 1.12 -2.82 1.80
H4 -1.04 -3.38 -0.39
H5 0.56 -4.15 -1.02
H6 3.39 -3.15 -1.28

Below is a molecular structure, C12H6F5OPd, with properties calculated with ωB97M-V/def2-TZVPD.

Its multiplicity is 5. The calculation puts the largest force on an atom at 0.99 eV Å⁻¹. As for the orbital gap (spin up / spin down): 9.79 / 7.07 eV. Its net charge is +3. The energy is -1161.95739 hartree.

CARTESIAN COORDINATES (ANGSTROEM)
Pd1 0.70 -0.44 -0.98
C1 0.37 0.31 -3.06
C2 1.76 0.07 -2.93
C3 2.24 -1.24 -2.70
C4 1.33 -2.32 -2.62
C5 -0.05 -2.09 -2.77
C6 -0.54 -0.78 -2.97
H1 0.01 1.29 -3.33
H2 2.46 0.88 -3.12
H3 3.31 -1.43 -2.69
H4 1.71 -3.33 -2.57
H5 -0.73 -2.94 -2.84
H6 -1.59 -0.62 -3.17
F1 -2.22 2.56 4.81
C7 -1.61 1.85 3.94
C8 -0.72 0.82 4.36
F2 -0.53 0.62 5.58
C9 -0.03 0.02 3.39
F3 0.76 -0.89 3.79
C10 -0.22 0.22 1.97
O1 0.38 -0.49 1.13
C11 -1.13 1.30 1.63
F4 -1.26 1.51 0.37
C12 -1.81 2.09 2.57
F5 -2.59 3.03 2.19

Below is a molecular structure, C12H6GdN2O5 at a distorted geometry, with properties calculated with ωB97M-V/def2-TZVPD.

Its multiplicity is 8. The calculation puts the largest force on an atom at 17.60 eV Å⁻¹. As for the orbital gap (spin up / spin down): 5.98 / 5.97 eV. Its net charge is +3. The energy is -1710.40279 hartree.

CARTESIAN COORDINATES (ANGSTROEM)
O1 2.17 1.48 -2.31
C1 1.81 1.66 -1.23
Gd1 1.21 1.96 0.56
O2 3.00 4.43 0.74
C2 2.33 3.50 0.67
C3 0.61 2.26 2.35
O3 0.26 2.44 3.43
C4 2.64 0.87 1.22
O4 3.50 0.22 1.62
C5 -0.22 3.04 -0.10
O5 -1.08 3.69 -0.49
N1 -1.76 -1.39 1.40
C6 -1.02 -0.28 1.61
N2 -0.24 0.04 0.54
C7 -0.51 -0.92 -0.37
C8 -0.02 -1.11 -1.66
C9 -0.50 -2.22 -2.39
C10 -1.45 -3.10 -1.83
C11 -1.93 -2.88 -0.53
C12 -1.44 -1.78 0.16
H1 -2.43 -1.84 2.06
H2 -1.05 0.27 2.53
H3 0.70 -0.46 -2.10
H4 -0.13 -2.39 -3.40
H5 -1.81 -3.94 -2.41
H6 -2.66 -3.55 -0.09

Below is a molecular structure, C12H7BeN2O5 at a distorted geometry, with properties calculated with ωB97M-V/def2-TZVPD.

For the energy above the lowest of the compared OMol25 structures with the same formula, charge and spin, the calculation gives 3.687 eV. The calculation puts the largest force on an atom at 6.92 eV Å⁻¹. As for the orbital gap (spin up / spin down): 6.57 / 6.84 eV. Its net charge is +1. The energy is -961.52579 hartree.

CARTESIAN COORDINATES (ANGSTROEM)
O1 -1.56 0.77 -1.52
C1 -1.28 0.06 -0.56
Be1 -0.85 0.03 0.90
C2 0.88 0.00 0.93
O2 2.02 0.07 0.87
C3 1.06 2.04 -1.43
O3 0.57 2.50 -0.46
C4 -1.41 -1.37 -0.52
O4 -1.71 -2.39 -1.04
C5 1.46 1.04 -2.26
O5 1.34 -0.17 -2.21
H1 1.89 1.81 -2.89
N1 -3.21 0.60 3.71
C6 -2.67 0.92 2.52
N2 -1.76 -0.01 2.20
C7 -1.71 -0.97 3.23
C8 -1.12 -2.24 3.22
C9 -1.52 -3.12 4.25
C10 -2.45 -2.72 5.22
C11 -3.03 -1.44 5.21
C12 -2.63 -0.59 4.19
H2 -3.94 1.13 4.19
H3 -2.95 1.78 1.92
H4 -0.42 -2.49 2.43
H5 -1.09 -4.12 4.29
H6 -2.73 -3.43 6.00
H7 -3.76 -1.09 5.94

Below is a molecular structure, C12H8BrIrN2OS2, with properties calculated with ωB97M-V/def2-TZVPD.

For the energy above the lowest of the compared OMol25 structures with the same formula, charge and spin, the calculation gives 0.000 eV. The calculation puts the largest force on an atom at 0.68 eV Å⁻¹. As for the orbital gap (spin up / spin down): 7.29 / 7.29 eV. The energy is -4121.51560 hartree.

CARTESIAN COORDINATES (ANGSTROEM)
Ir1 1.59 0.20 -2.00
S1 3.97 0.23 -1.56
C1 3.31 0.09 0.01
N1 1.99 0.00 0.00
C2 1.43 -0.13 1.26
C3 0.08 -0.24 1.57
C4 -0.28 -0.35 2.90
C5 0.68 -0.35 3.91
C6 2.03 -0.24 3.60
C7 2.40 -0.13 2.27
S2 4.00 0.04 1.59
H1 -0.67 -0.23 0.78
H2 -1.33 -0.44 3.16
H3 0.37 -0.44 4.94
H4 2.77 -0.24 4.39
Br1 -5.14 0.00 -2.22
C8 -3.26 0.05 -2.17
C9 -2.59 1.24 -2.33
C10 -1.20 1.23 -2.29
N2 -0.51 0.11 -2.09
C11 -1.17 -1.04 -1.95
C12 -2.54 -1.12 -1.98
H5 -3.12 2.17 -2.49
H6 -0.60 2.12 -2.43
H7 -0.56 -1.93 -1.80
H8 -3.04 -2.08 -1.86
O1 1.41 1.46 -3.21

Below is a molecular structure, C12H8N2O4Pd at a distorted geometry, with properties calculated with ωB97M-V/def2-TZVPD.

For the energy above the lowest of the compared OMol25 structures with the same formula, charge and spin, the calculation gives 1.223 eV. Its multiplicity is 3. The calculation puts the largest force on an atom at 5.80 eV Å⁻¹. As for the orbital gap (spin up / spin down): 6.76 / 2.28 eV. Its net charge is +2. The energy is -999.60017 hartree.

CARTESIAN COORDINATES (ANGSTROEM)
Pd1 -0.72 -0.07 -0.78
C1 -1.11 -2.01 -0.66
O1 -1.03 -3.11 -0.33
C2 -1.83 0.63 -2.25
O2 -2.49 0.99 -3.11
C3 1.24 0.13 -1.03
O3 2.36 0.35 -1.14
C4 -1.08 0.74 0.99
O4 -1.17 1.31 1.99
C5 0.79 4.62 -0.45
H1 0.47 4.87 0.57
H2 1.87 4.50 -0.60
C6 -0.08 4.53 -1.46
H3 0.24 4.34 -2.48
H4 -1.15 4.71 -1.31
N1 -1.26 -4.15 4.48
C7 -0.49 -3.59 3.80
C8 0.52 -2.99 2.97
C9 1.65 -3.72 2.59
C10 2.63 -3.13 1.81
C11 2.39 -1.81 1.37
N2 1.27 -1.15 1.67
C12 0.38 -1.67 2.51
H5 1.76 -4.75 2.95
H6 3.54 -3.64 1.50
H7 3.12 -1.30 0.75
H8 -0.50 -1.08 2.79

Below is a molecular structure, C12H8N2O5PdS, with properties calculated with ωB97M-V/def2-TZVPD.

Its multiplicity is 3. The calculation puts the largest force on an atom at 0.43 eV Å⁻¹. As for the orbital gap (spin up / spin down): 8.13 / 7.00 eV. The energy is -1473.70574 hartree.

CARTESIAN COORDINATES (ANGSTROEM)
Pd1 -0.22 -0.73 -2.50
O1 1.87 -1.13 -2.60
C1 2.59 -1.06 -1.60
C2 2.21 -1.01 -0.22
C3 3.28 -0.92 0.68
C4 3.05 -0.91 2.02
C5 1.75 -0.99 2.53
C6 0.69 -1.08 1.68
C7 0.86 -1.08 0.26
O2 -0.19 -1.16 -0.47
N1 4.19 -0.82 2.94
O3 3.94 -0.81 4.13
O4 5.31 -0.74 2.48
H1 3.68 -1.03 -1.78
H2 4.30 -0.88 0.32
H3 1.61 -0.98 3.60
H4 -0.33 -1.13 2.05
O5 -2.31 -0.57 -2.63
N2 -2.75 0.42 -1.85
C8 -3.98 0.26 -1.32
C9 -4.55 1.24 -0.55
C10 -3.82 2.41 -0.31
C11 -2.56 2.53 -0.84
C12 -2.00 1.53 -1.64
S1 -0.43 1.65 -2.35
H5 -4.45 -0.68 -1.56
H6 -5.54 1.09 -0.14
H7 -4.23 3.20 0.30
H8 -1.96 3.41 -0.66

Below is C12H8S2 in the gas phase at a distorted geometry, with properties calculated with ωB97M-V/def2-TZVPD.

For the energy above the lowest of the compared OMol25 structures with the same formula, charge and spin, the calculation gives 0.000 eV. The calculation puts the largest force on an atom at 3.85 eV Å⁻¹. As for the orbital gap (spin up / spin down): 5.14 / 5.15 eV. The energy is -1258.34659 hartree.

CARTESIAN COORDINATES (ANGSTROEM)
C1 -3.50 0.10 -0.05
C2 -4.12 -0.62 0.96
C3 -2.07 0.09 0.12
C4 -1.69 -0.53 1.33
C5 -1.06 0.63 -0.86
C6 2.66 0.66 -0.85
C7 2.93 0.09 0.40
C8 1.35 0.89 -1.20
C9 1.95 -0.47 1.15
C10 -0.40 -0.72 1.65
C11 0.33 0.32 -0.50
C12 0.63 -0.38 0.72
S1 -3.08 -1.24 2.17
S2 -1.43 2.48 -0.88
H1 -3.90 0.55 -0.89
H2 -5.12 -0.82 0.90
H3 -1.56 0.33 -1.89
H4 3.57 1.04 -1.33
H5 3.99 0.13 0.83
H6 1.24 1.54 -2.02
H7 2.20 -0.81 2.07
H8 -0.22 -1.21 2.64

Below is a molecular structure, C12H9AuNS2, with properties calculated with ωB97M-V/def2-TZVPD.

For the energy above the lowest of the compared OMol25 structures with the same formula, charge and spin, the calculation gives 0.121 eV. Its multiplicity is 3. The calculation puts the largest force on an atom at 0.49 eV Å⁻¹. As for the orbital gap (spin up / spin down): 8.69 / 6.04 eV. Its net charge is +1. The energy is -1449.19805 hartree.

CARTESIAN COORDINATES (ANGSTROEM)
Au1 0.41 -0.73 -0.19
C1 -1.67 -0.88 2.49
C2 -2.22 -0.99 1.22
C3 -1.38 -1.88 0.40
C4 -0.34 -2.31 1.23
C5 -0.52 -1.65 2.53
H1 -2.05 -0.28 3.30
H2 -3.13 -0.52 0.87
H3 -1.72 -2.39 -0.49
H4 0.28 -3.18 1.06
H5 0.16 -1.77 3.37
S1 2.40 0.53 -0.74
C6 1.69 1.99 -0.37
N1 0.38 2.07 -0.04
C7 0.02 3.33 0.19
C8 -1.29 3.75 0.55
C9 -1.51 5.07 0.75
C10 -0.46 6.02 0.60
C11 0.82 5.66 0.25
C12 1.06 4.30 0.04
S2 2.52 3.52 -0.41
H6 -2.08 3.01 0.66
H7 -2.50 5.42 1.03
H8 -0.68 7.07 0.77
H9 1.60 6.40 0.14

Below is a molecular structure, C12H9Cl3CuN2O6, with properties calculated with ωB97M-V/def2-TZVPD.

For the energy above the lowest of the compared OMol25 structures with the same formula, charge and spin, the calculation gives 0.000 eV. Its multiplicity is 2. The calculation puts the largest force on an atom at 0.10 eV Å⁻¹. As for the orbital gap (spin up / spin down): 8.81 / 8.71 eV. The energy is -4044.49770 hartree.

CARTESIAN COORDINATES (ANGSTROEM)
Cu1 0.01 -1.08 -0.44
C1 -2.75 2.19 -0.53
C2 -1.99 3.21 0.02
C3 -0.69 2.96 0.41
C4 -0.17 1.69 0.23
N1 -0.91 0.71 -0.30
C5 -2.17 0.94 -0.68
C6 1.21 1.29 0.60
C7 2.16 2.15 1.13
C8 3.42 1.66 1.43
C9 3.70 0.33 1.20
C10 2.71 -0.48 0.66
N2 1.50 0.00 0.38
H1 -3.77 2.34 -0.84
H2 -2.42 4.19 0.15
H3 -0.09 3.74 0.84
H4 -2.70 0.09 -1.09
H5 1.92 3.19 1.30
H6 4.17 2.32 1.84
H7 4.68 -0.09 1.41
H8 2.87 -1.52 0.44
O1 3.24 -2.01 -2.08
Cl1 1.84 -2.19 -2.30
O2 1.20 -0.94 -2.65
O3 1.57 -3.21 -3.25
O4 1.22 -2.59 -0.98
Cl2 -4.57 -1.74 0.55
C11 -3.31 -3.01 0.61
Cl3 -3.64 -4.28 -0.56
C12 -1.97 -2.33 0.37
O5 -1.26 -2.07 1.35
O6 -1.67 -2.01 -0.82
H9 -3.34 -3.43 1.60